No. 1
DFT (ωB97M-V/def2-TZVPD) results for C19H28NO2P2Ti as an isolated structure in a non-equilibrium geometry.

DFT total energy: -67425.4891 eV
Spin multiplicity: 3
M: 412.25 g mol⁻¹
Expectation value of S²: 2.39
Total charge: +1
Orbital gap (alpha / beta): 5.058 / 5.253 eV
LUMO level (alpha / beta): -3.0 / -3.0 eV
HOMO (alpha / beta): -8.06 / -8.22 eV
Energy relative to the best compared isomer or geometry (same formula, charge and spin): 68.04 kcal per mole

Geometry as XYZ:
```
53
C19H28NO2P2Ti, DFT ωB97M-V/def2-TZVPD
Ti 0.7088 1.2209 1.2212
P -2.1753 -0.3580 0.0788
C -1.9707 1.3170 -0.6893
C -0.7230 1.6598 -1.4908
N 0.4795 1.4955 -0.9052
C 1.6122 1.5230 -1.6516
C 1.6008 2.0790 -2.9183
C 0.3808 2.4385 -3.4857
C -0.7900 2.1833 -2.7753
C 2.8677 0.9329 -1.0421
P 2.4865 -0.2468 0.3290
H -1.7713 2.3815 -3.2017
H 2.5468 2.2109 -3.4437
H 0.3520 2.9056 -4.4678
H 3.4279 0.3250 -1.7703
H 3.5418 1.7180 -0.6636
H -2.7715 1.3444 -1.3157
H -2.1538 2.0928 0.0715
H -1.1132 -3.9035 -3.6277
O -1.4090 -3.0374 -3.6517
H -2.1670 -3.0307 -4.2602
H -1.8514 -2.7847 2.8358
O -1.1948 -3.3040 1.3356
H -1.0102 -4.1316 1.8201
C 1.9767 -1.7085 -0.6190
H 2.8383 -2.1501 -1.1404
H 1.5429 -2.4467 0.0686
H 1.2153 -1.4485 -1.3657
C 3.9921 -0.6934 1.2146
H 3.8616 -1.6936 1.6489
H 4.8711 -0.6941 0.5577
H 4.1634 0.0148 2.0356
C -3.9513 -0.4028 0.4041
H -4.4339 -0.9651 -0.4031
H -4.1581 -0.8908 1.3630
H -4.3445 0.6222 0.4289
C -1.8491 -1.5688 -1.1846
H -1.4003 -2.4679 -0.7511
H -2.8027 -1.8482 -1.6481
H -1.1915 -1.1754 -1.9620
C -1.4034 -2.2348 2.0648
C -1.3664 -0.9186 1.6231
C -0.6655 0.1555 2.3998
C -1.1075 1.5131 2.3031
C -0.2512 2.5842 2.6490
C 1.0699 2.3219 3.0683
C 1.4658 0.9896 3.3105
C 0.5858 -0.0798 3.0393
H -2.1239 1.7107 1.9808
H -0.5994 3.6100 2.5049
H 1.7798 3.1384 3.2136
H 2.4859 0.7995 3.6363
H 0.8968 -1.1043 3.2279
```

Results of the Mulliken charge analysis, in e, for atoms 1 through 2: number 1, Ti, carries -0.1993; number 2, P, carries 1.6809

=====

No. 2
DFT (ωB97M-V/def2-TZVPD) results for a 12-piece molecular cluster, C64H72N8O28 overall in a non-equilibrium geometry.

DFT total energy: -136763.3069 eV
SMILES string: O=[N+]([O-])c1ccccc1.O=[N+]([O-])c1ccccc1.O=[N+]([O-])c1ccccc1.O=[N+]([O-])c1ccccc1.O=[N+]([O-])c1ccccc1.O=[N+]([O-])c1ccccc1.O=[N+]([O-])c1ccccc1.O=[N+]([O-])c1ccccc1.CCOC(=O)OC.CCOC(=O)OC.CCOC(=O)OC.CCOC(=O)OC
M: 1401.31 g mol⁻¹
Total charge: 0
Orbital gap: 8.501 eV
LUMO level: -1.0 eV
HOMO: -9.51 eV
Energy relative to the best compared isomer or geometry (same formula, charge and spin): 73.08 kcal per mole

Geometry as XYZ:
```
172
C64H72N8O28, DFT ωB97M-V/def2-TZVPD
O 7.6789 21.0295 14.0319
N 7.8522 20.7649 15.1960
O 7.0499 20.2830 16.0424
C 9.1996 21.0679 15.7141
C 10.0683 21.3716 14.6953
C 11.3439 21.8281 15.0348
C 11.6791 21.8872 16.3457
C 10.8685 21.3073 17.3598
C 9.6065 20.9562 17.0309
H 9.7519 21.4930 13.6574
H 12.0411 22.1447 14.3074
H 12.6919 22.2681 16.5675
H 11.1228 21.3060 18.3929
H 8.9012 20.6451 17.7828
O 9.5135 13.7064 22.7831
N 9.9759 13.6415 23.9161
O 9.2980 13.3090 24.8829
C 11.3317 13.9985 24.1857
C 11.9095 14.8771 23.2814
C 13.1825 15.2964 23.5844
C 13.8113 14.6836 24.6863
C 13.2112 13.7359 25.5283
C 11.8586 13.4018 25.3550
H 11.3667 15.2147 22.4187
H 13.7645 16.1224 23.0809
H 14.8675 14.8448 24.8067
H 13.7828 13.3563 26.3682
H 11.3102 12.7491 26.0238
O 13.9987 11.8084 18.0005
N 12.8735 12.3385 18.2602
O 12.4991 13.4225 17.8647
C 11.9254 11.5857 19.1060
C 10.8029 12.1921 19.5008
C 9.8876 11.5238 20.2452
C 10.1206 10.1967 20.5904
C 11.3320 9.5931 20.1616
C 12.2687 10.2852 19.4396
H 10.5944 13.1975 19.2642
H 8.9565 11.9928 20.5780
H 9.2935 9.6683 21.1160
H 11.3974 8.6008 20.4935
H 13.2043 9.8224 19.0495
O 14.9839 17.8324 24.8963
N 15.2524 18.8625 24.3091
O 14.4697 19.7528 24.0166
C 16.6713 19.0870 23.9914
C 17.1938 20.3644 24.0483
C 18.5369 20.5379 23.7830
C 19.3128 19.4216 23.4237
C 18.7824 18.1089 23.3707
C 17.3960 17.9974 23.6073
H 16.5856 21.2195 24.3960
H 18.9307 21.5319 23.8843
H 20.3544 19.6518 23.1691
H 19.3832 17.2811 23.0284
H 16.8943 17.0531 23.6931
O 12.2976 21.5510 20.9445
N 13.2160 22.2011 20.4265
O 13.4203 22.3110 19.2094
C 14.0275 22.9568 21.3232
C 13.7543 22.8039 22.7003
C 14.3760 23.5924 23.6281
C 15.1543 24.6306 23.1618
C 15.5166 24.8077 21.8162
C 14.9006 23.9662 20.9241
H 13.1221 22.0058 22.9974
H 14.2109 23.5359 24.6852
H 15.5017 25.4266 23.8854
H 16.0958 25.6198 21.4417
H 15.0975 24.0712 19.8483
O 15.4824 13.6859 11.0813
N 15.3652 12.9757 12.1072
O 15.2833 11.7658 12.1669
C 15.4264 13.7678 13.3764
C 15.5392 13.1061 14.5549
C 15.6039 13.8689 15.7100
C 15.5225 15.2403 15.6184
C 15.4125 15.9215 14.4244
C 15.3527 15.1529 13.2617
H 15.4532 12.0351 14.6756
H 15.6456 13.3076 16.6865
H 15.5423 15.7195 16.5955
H 15.1964 16.9818 14.3483
H 15.2598 15.6179 12.2810
O 14.1309 17.5595 16.5007
N 13.8761 18.2685 17.4662
O 14.2500 19.4194 17.5593
C 12.9857 17.7673 18.5758
C 12.4026 16.5179 18.4905
C 11.3522 16.1761 19.3562
C 11.0184 17.0426 20.3636
C 11.6553 18.2831 20.5046
C 12.6066 18.6498 19.5774
H 12.7004 15.8914 17.6477
H 10.7716 15.3122 19.1696
H 10.1082 16.8513 20.8922
H 11.2905 19.0072 21.1990
H 13.0246 19.6571 19.6387
O 11.4687 22.1446 24.7315
N 10.6712 21.6471 23.9682
O 10.1732 22.2516 22.9892
C 10.3531 20.2351 24.1234
C 10.9622 19.5849 25.1789
C 10.7467 18.2671 25.3476
C 10.0356 17.5337 24.3995
C 9.3218 18.1885 23.4072
C 9.5090 19.5488 23.2793
H 11.5447 20.2265 25.8032
H 11.2240 17.6782 26.1178
H 10.0264 16.4744 24.4312
H 8.8042 17.7207 22.6005
H 8.9323 20.0540 22.5247
C 11.1135 16.9588 14.9512
C 11.3533 18.0356 13.8732
O 12.1534 17.5125 12.8525
C 12.6057 18.3352 11.9142
O 12.1967 19.4545 11.6703
O 13.4616 17.5968 11.1611
C 13.7498 18.2019 9.8413
H 12.0099 16.6346 15.5487
H 10.6038 16.0447 14.5361
H 10.3875 17.4275 15.6391
H 11.7196 18.9640 14.3249
H 10.3618 18.2180 13.4371
H 13.2717 17.4897 9.1637
H 14.8514 18.1344 9.6600
H 13.3388 19.2313 9.7234
C 16.4757 19.4142 14.1727
C 14.9611 19.6520 13.9694
O 14.6012 20.9899 13.8117
C 14.5425 21.5048 12.5914
O 15.0132 20.9827 11.5875
O 13.7810 22.5831 12.6393
C 13.7459 23.5035 11.5946
H 16.9466 20.2122 14.6843
H 16.9695 19.2303 13.2005
H 16.5589 18.4408 14.6633
H 14.4034 19.3012 14.8169
H 14.7111 19.1333 13.0486
H 14.6849 23.5047 10.9709
H 13.5856 24.4825 11.9753
H 12.8914 23.1881 10.9464
C 12.2490 9.6147 15.8740
C 11.0068 10.3631 15.8876
O 11.0589 11.7002 15.2311
C 10.5391 12.7511 15.8185
O 10.0096 12.7427 16.8675
O 10.6341 13.8124 15.0155
C 11.4805 13.7529 13.8322
H 12.6171 9.3313 14.8499
H 12.1260 8.6396 16.3585
H 13.0061 10.1856 16.3566
H 10.5910 10.5100 16.9093
H 10.3041 9.7735 15.3021
H 11.1119 12.9185 13.2166
H 12.5152 13.5477 14.1160
H 11.2837 14.7016 13.3203
C 17.2172 19.5283 19.2362
C 16.4989 18.5936 20.2208
O 16.1852 17.3543 19.5153
C 15.5407 16.4548 20.2694
O 15.0798 16.6571 21.3502
O 15.3509 15.3175 19.5755
C 14.6397 14.3398 20.3587
H 16.6144 19.7741 18.3468
H 18.1821 19.1113 18.9746
H 17.3492 20.4344 19.7974
H 15.5325 19.0005 20.5076
H 17.1502 18.3065 21.0586
H 15.2697 14.0334 21.2256
H 14.4355 13.4515 19.7592
H 13.6959 14.7773 20.6766
```

Results of the Mulliken charge analysis, in e, for atoms 1 through 2: number 1, O, carries -0.5969; number 2, N, carries 1.0255

=====

No. 3
DFT (ωB97M-V/def2-TZVPD) results for C10H14BN7O2Ti as an isolated structure in a non-equilibrium geometry.

DFT total energy: -48893.3102 eV
M: 322.95 g mol⁻¹
Total charge: +2
Orbital gap (alpha / beta): 2.835 / 2.853 eV
LUMO level (alpha / beta): -11.6 / -11.6 eV
HOMO (alpha / beta): -14.48 / -14.49 eV

Geometry as XYZ:
```
35
C10H14BN7O2Ti, DFT ωB97M-V/def2-TZVPD
H 3.7019 -1.8022 1.2985
N 1.8597 -2.0623 0.1902
B 0.0702 -2.8550 -1.4272
N 1.5255 -2.8644 -0.8807
C 2.6132 -3.6101 -1.2253
Ti 0.8510 -1.3630 1.7276
H 2.6365 -4.3769 -1.9695
C 3.6640 -3.2816 -0.3605
H 4.6321 -3.7139 -0.3299
C 3.1785 -2.3236 0.5067
H -0.0583 -3.8299 -2.1450
C -2.2307 3.0067 -0.5761
H -2.5521 3.3454 0.3991
H -2.0263 1.9316 -0.5291
H -3.0040 3.2017 -1.3104
N -0.2021 -1.6093 -2.4340
N -0.9751 -2.9222 -0.2690
N -0.1984 -0.2952 -1.9017
N -0.9159 -2.1668 0.8808
C -0.5022 -1.5139 -3.7651
C -2.0760 -3.7273 -0.2112
H -0.6164 -2.3516 -4.4255
H -2.2656 -4.4922 -0.9365
C -0.6808 -0.1552 -4.0782
C -2.7959 -3.4262 0.9263
C -0.4632 0.5672 -2.8692
C -2.0936 -2.3939 1.5526
H -0.9289 0.2934 -5.0247
H -3.6953 -3.9172 1.2666
H -0.4699 1.6335 -2.6881
H -2.4044 -1.8512 2.4205
H -1.3443 3.4966 -0.8403
O 0.5473 1.6569 1.2170
N 0.5927 0.4916 1.4344
O 1.4530 0.1107 2.6755
```

Results of the Mulliken charge analysis, in e, for atoms 1 through 2: number 1, H, carries 0.5071; number 2, N, carries -0.0519

=====

Question: Among the records above, which one has the highest total charge?
Answer: C10H14BN7O2Ti